Entry 1:
Formula: C5H10O
Source: the OMol25 dataset
Level of theory: wB97M-V/def2-TZVPD

Computed properties:
HOMO-LUMO gap = 11.016 eV
energy above the lowest of the compared OMol25 structures with the same formula, charge and spin = 1.2180 eV
E_LUMO = 0.96 eV
SMILES string = OCC1CCC1
E_HOMO = -0.369 Ha

Geometry (Å):
H  1.2319  -0.2704  1.5407
C  -0.9034  -0.9282  -0.0841
H  -0.8998  -1.2171  0.9776
H  1.4625  -1.5465  0.3453
H  -0.4753  1.6784  0.7721
C  -1.8112  0.2978  -0.3341
H  -2.2237  0.2836  -1.3483
H  0.6178  -0.1390  -1.4492
H  -2.6197  0.4623  0.3848
H  3.2306  0.2751  0.8920
C  1.4664  -0.4423  0.4789
H  -0.4503  1.9953  -0.9777
H  -1.0390  -1.8283  -0.6933
O  2.6667  0.2090  0.1131
C  0.3129  -0.0449  -0.4000
C  -0.5663  1.2152  -0.2178

Charges obtained by Mulliken population analysis, quoted in units of e:
1. H 0.361
2. C -0.770
3. H 0.267
4. H 0.230
5. H 0.255
6. C -0.464
7. H 0.232
8. H 0.282
9. H 0.298
10. H 0.323
11. C -0.709
12. H 0.269
13. H 0.337
14. O -0.513
15. C 0.313
16. C -0.711

***

Entry 2:
Formula: C5H10O
Source: the OMol25 dataset
Level of theory: wB97M-V/def2-TZVPD

Computed properties:
HOMO-LUMO gap = 10.764 eV
energy above the lowest of the compared OMol25 structures with the same formula, charge and spin = 1.3246 eV
E_LUMO = 1.14 eV
E_HOMO = -0.354 Ha

Geometry (Å):
H  0.6686  -0.7364  1.7782
H  -2.0733  0.5019  0.9945
C  -2.0428  0.4816  -0.1014
C  0.9973  0.1649  1.2356
H  0.8824  1.0429  1.8794
H  0.5803  1.2460  -0.5597
H  -3.0007  0.0857  -0.4553
H  1.7050  -1.6051  -0.4515
H  2.3861  -0.2207  -1.3669
O  2.3380  -0.0142  0.7486
H  -0.9149  -0.4190  -1.7060
H  -1.9616  1.5186  -0.4487
C  -0.8709  -0.3606  -0.6099
C  1.7983  -0.5079  -0.4889
H  -0.9670  -1.3914  -0.2413
C  0.4753  0.2136  -0.2068

Charges obtained by Mulliken population analysis, quoted in units of e:
1. H 0.284
2. H 0.298
3. C -1.157
4. C -0.501
5. H 0.299
6. H 0.255
7. H 0.349
8. H 0.280
9. H 0.281
10. O -0.420
11. H 0.294
12. H 0.318
13. C -0.518
14. C -0.459
15. H 0.286
16. C 0.111

***

Entry 3:
Formula: C5H10O
Source: the OMol25 dataset
Level of theory: wB97M-V/def2-TZVPD

Computed properties:
HOMO-LUMO gap = 9.852 eV
energy above the lowest of the compared OMol25 structures with the same formula, charge and spin = 2.3823 eV
E_LUMO = 0.93 eV
SMILES string = C=CCC(=C)O.[H][H]
E_HOMO = -0.328 Ha

Geometry (Å):
C  -1.0105  0.1761  -0.6617
C  1.3540  -0.2308  -0.2675
H  1.3753  -1.3529  1.5276
H  2.6428  -0.0168  1.3926
H  1.7931  0.6048  -0.8105
H  0.2244  -1.0096  -1.9449
C  -1.9424  0.0855  0.2897
O  -0.8645  1.2395  -1.5014
H  -1.9716  -0.7817  0.9392
H  -0.1556  -1.7642  -0.3786
H  0.1237  0.6391  2.5109
H  -2.6534  0.8837  0.4942
C  1.8276  -0.5645  0.9280
H  -1.5041  1.9194  -1.2519
C  0.1009  -0.8212  -0.8707
H  -0.4695  0.7140  2.0664

Charges obtained by Mulliken population analysis, quoted in units of e:
1. C 0.828
2. C 0.053
3. H 0.320
4. H 0.268
5. H 0.314
6. H 0.279
7. C -1.263
8. O -0.484
9. H 0.351
10. H 0.345
11. H 0.144
12. H 0.276
13. C -0.929
14. H 0.303
15. C -0.690
16. H -0.116

***

Entry 4:
Formula: C5H10O
Source: the OMol25 dataset
Level of theory: wB97M-V/def2-TZVPD

Computed properties:
HOMO-LUMO gap = 10.773 eV
energy above the lowest of the compared OMol25 structures with the same formula, charge and spin = 0.7299 eV
E_LUMO = 1.05 eV
SMILES string = CC(C)CC=O
E_HOMO = -0.357 Ha

Geometry (Å):
H  -2.5654  0.3241  -0.6530
O  2.5986  0.4748  -0.4946
C  -0.1197  1.4430  0.2025
C  -1.8231  -0.3910  -0.2139
H  2.9038  -1.0839  0.7035
H  -1.9690  -1.3432  -0.6954
C  -0.3808  0.0685  -0.4312
C  2.1375  -0.4546  0.0822
H  -0.3890  1.4285  1.2533
H  0.4061  -1.1539  1.1779
H  -2.1365  -0.6059  0.8296
H  -0.2133  0.0855  -1.5110
H  0.7352  -1.8521  -0.3931
C  0.6693  -0.8739  0.1236
H  -0.7697  2.2514  -0.1195
H  0.9162  1.6826  0.1391

Charges obtained by Mulliken population analysis, quoted in units of e:
1. H 0.353
2. O -0.462
3. C -1.426
4. C -1.505
5. H 0.327
6. H 0.391
7. C 0.863
8. C -0.034
9. H 0.346
10. H 0.322
11. H 0.337
12. H 0.162
13. H 0.335
14. C -0.776
15. H 0.370
16. H 0.395

***

Entry 5:
Formula: C5H10O
Source: the OMol25 dataset
Level of theory: wB97M-V/def2-TZVPD

Computed properties:
HOMO-LUMO gap = 9.045 eV
energy above the lowest of the compared OMol25 structures with the same formula, charge and spin = 4.4048 eV
E_LUMO = 0.57 eV
SMILES string = C=C/C=C/C.O
E_HOMO = -0.311 Ha

Geometry (Å):
C  -0.4591  -0.9021  -1.2550
C  -2.2858  0.6231  -0.0710
H  1.7832  4.6024  3.6607
O  2.6753  4.6396  3.2804
H  -1.1406  -2.7958  -0.6413
C  -0.4545  -2.2331  -1.2787
H  0.5205  -3.5909  -2.5186
H  -0.6829  -0.3306  0.7901
C  0.6890  -3.1709  -1.5096
H  -3.3165  0.4425  -0.4491
H  1.6935  -2.7603  -1.5293
H  0.7194  -4.0408  -0.8229
H  0.4397  -0.4034  -1.6694
H  2.3031  4.7807  2.3887
C  -1.1332  -0.0953  -0.1676
H  -2.0682  1.6446  0.2808

Charges obtained by Mulliken population analysis, quoted in units of e:
1. C -0.337
2. C -0.513
3. H 0.314
4. O -0.629
5. H 0.265
6. C -0.080
7. H 0.268
8. H 0.307
9. C -0.998
10. H 0.261
11. H 0.315
12. H 0.295
13. H 0.275
14. H 0.315
15. C -0.287
16. H 0.228

***

Entry 6:
Formula: C5H10O
Source: the OMol25 dataset
Level of theory: wB97M-V/def2-TZVPD

Computed properties:
HOMO-LUMO gap = 10.029 eV
energy above the lowest of the compared OMol25 structures with the same formula, charge and spin = 3.4808 eV
E_LUMO = 1.05 eV
SMILES string = CCC[C@H]1CO1
E_HOMO = -0.330 Ha

Geometry (Å):
H  1.4327  0.9646  -0.2353
C  1.1195  -0.6323  -0.4969
H  -1.6897  -0.9584  -0.5482
H  0.4505  -0.2634  1.5530
H  0.1651  -1.8526  0.8754
H  -1.0218  1.4600  -0.7387
H  -2.6276  1.3196  -0.0190
H  2.7159  0.5291  -1.5647
C  -1.3501  -0.4087  0.3395
H  0.7763  -0.8897  -1.4870
C  -1.5685  1.0889  0.1365
H  -1.9852  -0.7573  1.1657
O  2.3930  -0.9103  -0.0796
C  2.3131  0.4297  -0.5520
C  0.1051  -0.7779  0.6420
H  -1.2282  1.6586  1.0093

Charges obtained by Mulliken population analysis, quoted in units of e:
1. H 0.343
2. C -0.043
3. H 0.285
4. H 0.328
5. H 0.277
6. H 0.296
7. H 0.347
8. H 0.208
9. C -0.275
10. H 0.426
11. C -1.172
12. H 0.309
13. O -0.364
14. C -0.581
15. C -0.703
16. H 0.317

***

Entry 7:
Formula: C5H10O
Source: the OMol25 dataset
Level of theory: wB97M-V/def2-TZVPD

Computed properties:
HOMO-LUMO gap (spin up / spin down) = 7.236 / 7.263 eV
energy above the lowest of the compared OMol25 structures with the same formula, charge and spin = 3.8018 eV
E_LUMO (spin up / spin down) = -0.91 / -0.90 eV
E_HOMO (spin up / spin down) = -0.300 / -0.300 Ha

Geometry (Å):
C  -0.1605  -0.4213  -0.4407
H  2.1499  0.9596  -0.4334
C  1.0226  -0.7169  0.3852
H  -2.0044  0.0020  1.5536
H  0.9262  -0.1821  1.3382
H  -2.7450  -0.6513  0.0438
C  2.2509  -0.1257  -0.3547
H  -2.9077  1.0754  0.4635
H  -0.4261  -1.1043  -1.2535
H  -1.3806  1.0363  -1.2632
H  2.3673  -0.5579  -1.3541
C  -0.8363  0.8418  -0.3040
C  -2.2447  0.2010  0.5061
H  1.1622  -1.7917  0.5317
H  3.1525  -0.3628  0.2176
O  -0.3262  1.7980  0.3641

Charges obtained by Mulliken population analysis, quoted in units of e:
1. C -0.276
2. H 0.338
3. C -0.384
4. H 0.322
5. H 0.253
6. H 0.384
7. C -1.136
8. H 0.319
9. H 0.439
10. H 0.271
11. H 0.345
12. C 0.243
13. C -1.063
14. H 0.358
15. H 0.330
16. O -0.741

***

Entry 8:
Formula: C5H10O
Source: the OMol25 dataset
Level of theory: wB97M-V/def2-TZVPD

Computed properties:
HOMO-LUMO gap = 8.955 eV
energy above the lowest of the compared OMol25 structures with the same formula, charge and spin = 4.4754 eV
E_LUMO = 1.13 eV
E_HOMO = -0.288 Ha

Geometry (Å):
C  -1.4916  0.8340  -0.1406
H  1.2119  1.2422  -1.7372
H  -1.8655  -1.7341  -0.0273
C  0.9524  0.9608  -0.7105
C  1.9709  0.0047  -0.1145
H  -1.7490  -1.6457  1.7575
H  0.8438  1.8594  -0.0973
H  1.8284  -0.9976  -0.5327
H  1.8383  -0.0578  0.9682
H  -2.3782  0.4791  -0.6839
C  -1.2235  -1.4313  0.8185
C  -0.8223  0.0119  0.8841
H  2.9900  0.3281  -0.3450
O  -0.3146  0.2820  -0.7975
H  -0.3243  -2.0602  0.8193
H  -1.4669  1.9245  -0.0610

Charges obtained by Mulliken population analysis, quoted in units of e:
1. C -0.371
2. H 0.323
3. H 0.270
4. C -0.106
5. C -1.179
6. H 0.356
7. H 0.247
8. H 0.268
9. H 0.326
10. H 0.184
11. C -0.861
12. C -0.154
13. H 0.392
14. O -0.161
15. H 0.224
16. H 0.241

***

no.,E (eV)
1,-7393.547
2,-7393.441
3,-7392.383
4,-7394.035
5,-7390.361
6,-7391.285
7,-7390.964
8,-7390.290